[1]
Formula: C22H25F6INO4PS4SbScSeSi
Source: the OMol25 dataset
Level of theory: wB97M-V/def2-TZVPD

Its net charge is -1. Its energy above the lowest of the compared OMol25 structures with the same formula, charge and spin is 152.0 kJ/mol. As for the spin multiplicity: 2.

Positions of all 68 atoms, in Å:
Sc1 0.65684 0.38182 0.40379
O1 -1.74827 6.74254 2.76439
C1 -1.34467 5.68396 2.36994
S1 -0.06165 4.76056 3.16687
C2 -0.03542 3.40211 2.05982
C3 -0.94033 3.46169 0.98801
S2 -1.09155 2.32386 -0.23736
S3 -1.96755 4.87713 0.91956
S4 1.04590 2.15951 2.35915
O2 -1.14247 -4.53743 0.01737
C4 -0.39163 -3.63784 -0.23096
O3 0.40391 -3.00916 0.64477
C5 -0.14529 -3.12246 -1.63315
P1 -0.17799 -1.28426 -1.84094
C6 0.52475 -1.25394 -3.53102
C7 1.91313 -1.19517 -3.63718
C8 2.52482 -1.24096 -4.88237
C9 1.75499 -1.33174 -6.03542
C10 0.37181 -1.39887 -5.93443
C11 -0.23955 -1.37279 -4.68824
C12 -1.94385 -0.89437 -2.02644
C13 -2.88058 -1.57629 -1.25115
C14 -4.21251 -1.18785 -1.27072
C15 -4.61946 -0.11822 -2.05348
C16 -3.68651 0.57638 -2.81121
C17 -2.35351 0.19850 -2.79200
H1 -0.82818 -3.60563 -2.33062
H2 0.87887 -3.40255 -1.89650
H3 2.51572 -1.07632 -2.74304
H4 3.60479 -1.19039 -4.94895
H5 2.23131 -1.35889 -7.00781
H6 -0.23486 -1.48120 -6.82767
H7 -1.31795 -1.43572 -4.62014
H8 -2.58555 -2.38955 -0.59967
H9 -4.92649 -1.71893 -0.65472
H10 -5.65860 0.18609 -2.06053
H11 -3.99064 1.42962 -3.40449
H12 -1.62368 0.76902 -3.35140
F1 -0.89471 -0.62558 1.08342
Sb1 -0.14980 -2.39236 2.42492
F2 1.33367 -0.84254 1.80947
F3 1.57322 -2.85520 3.07357
F4 -0.58502 -3.94368 3.42587
F5 -1.98456 -2.57416 1.95038
F6 -0.49884 -1.14473 3.76638
C18 6.22044 -0.04183 0.18340
Si1 4.47319 -0.40270 0.77756
C19 4.16943 -2.24419 0.65074
C20 4.31940 0.17599 2.55104
Se1 3.08673 0.73250 -0.61983
H13 6.96004 -0.57179 0.78941
H14 6.43660 1.02733 0.23354
H15 6.34119 -0.35569 -0.85619
H16 4.90530 -2.79781 1.24091
H17 4.24932 -2.57136 -0.38967
H18 3.17818 -2.50295 1.02124
H19 5.10381 -0.27774 3.16372
H20 3.35511 -0.11012 2.96994
H21 4.41652 1.26226 2.61392
N1 2.02424 2.16574 -4.21436
C21 1.40361 2.33767 -3.02970
O4 0.52473 1.58840 -2.63664
C22 1.86137 3.51308 -2.19584
I1 1.21174 5.35757 -3.06706
H22 1.82709 1.33038 -4.74297
H23 2.77012 2.77112 -4.50454
H24 2.94225 3.56135 -2.11289
H25 1.40568 3.45314 -1.21473

Mulliken atomic charge list, values in e, 6 entries:
1 Sc 0.865
2 O -0.584
3 C 0.575
4 S -0.125
5 C 0.240
6 C -0.079

[2]
Formula: C22H25FN2O3S2
Source: the OMol25 dataset
Level of theory: wB97M-V/def2-TZVPD

The energy comes out at -2084.81068 Eh. Its structure (SMILES) is CSCC[C@@H](NS(=O)(=O)c1ccccc1F)C(=O)N1CC=C(c2ccccc2)CC1.

Positions of all 55 atoms, in Å:
C1 -2.16950 4.81869 -0.80702
H1 -2.09331 5.89255 -0.66257
H2 -2.44186 4.32702 0.12245
H3 -2.90870 4.60058 -1.56982
S1 -0.58021 4.17581 -1.42024
C2 0.47659 4.58573 0.00762
C3 0.37166 3.54178 1.10945
H4 0.81548 3.93530 2.02632
C4 1.13662 2.26474 0.71922
N1 2.53920 2.45986 1.00921
S2 3.62580 1.63206 0.05989
O1 4.92765 1.96624 0.54988
O2 3.30310 1.91222 -1.30288
C5 3.33767 -0.10418 0.43641
C6 4.05708 -0.67823 1.46675
C7 3.80118 -1.98356 1.84910
C8 2.81830 -2.71516 1.20039
C9 2.09582 -2.15297 0.16244
C10 2.36835 -0.84682 -0.20654
F1 1.65182 -0.29875 -1.20327
H5 1.32468 -2.69875 -0.35847
H6 2.61003 -3.72974 1.50458
H7 4.36030 -2.42722 2.65790
H8 4.81173 -0.07805 1.94931
H9 2.74191 2.28871 1.98749
H10 1.06944 2.09460 -0.35949
C11 0.63112 1.05011 1.50703
O3 1.30400 0.62665 2.43938
N2 -0.54038 0.49684 1.16302
C12 -1.42357 0.88076 0.08522
H11 -1.07814 1.78925 -0.40294
C13 -1.53192 -0.24049 -0.95017
C14 -1.74521 -1.57662 -0.29560
C15 -1.50895 -1.73915 1.00458
C16 -1.00855 -0.65741 1.90633
H12 -0.17116 -1.02226 2.50867
H13 -1.80660 -0.35049 2.59972
H14 -1.69288 -2.68679 1.48912
C17 -2.18048 -2.70277 -1.13907
C18 -3.16427 -2.55348 -2.11342
C19 -3.55906 -3.62743 -2.88964
C20 -2.97445 -4.86982 -2.71390
C21 -1.99452 -5.03256 -1.74927
C22 -1.60352 -3.96076 -0.96950
H15 -0.83154 -4.09331 -0.22517
H16 -1.53100 -5.99785 -1.60660
H17 -3.28027 -5.70596 -3.32469
H18 -4.32817 -3.49342 -3.63619
H19 -3.64594 -1.59739 -2.25466
H20 -2.35213 -0.01002 -1.63073
H21 -0.62178 -0.27961 -1.55121
H22 -2.41458 1.06499 0.52019
H23 -0.67499 3.31083 1.31818
H24 0.18190 5.57514 0.35642
H25 1.49622 4.62057 -0.37322

Mulliken atomic charge list, values in e, 6 entries:
1 C -0.878
2 H 0.314
3 H 0.281
4 H 0.355
5 S -0.072
6 C -0.934

[3]
Formula: C22H25INOY
Source: the OMol25 dataset
Level of theory: wB97M-V/def2-TZVPD

Its energy above the lowest of the compared OMol25 structures with the same formula, charge and spin is 0.0 kJ/mol.

Positions of all 51 atoms, in Å:
C1 1.98418 0.21366 3.13540
C2 2.10427 -0.50532 1.89342
C3 1.85657 0.38012 0.83100
H1 2.39852 -1.55188 1.77608
C4 1.60668 1.67619 1.39828
C5 1.69572 1.56658 2.81765
H2 1.49279 2.59570 0.81175
C6 -1.38727 -1.80563 3.49332
C7 -0.13804 -2.27097 2.98138
C8 -0.26672 -2.42965 1.56995
H3 0.73249 -2.53506 3.56334
C9 -1.60582 -2.14748 1.19968
C10 -2.30043 -1.73812 2.40634
H4 1.99090 0.17206 -0.21815
H5 1.56393 2.38256 3.52011
H6 2.15134 -0.20903 4.12545
H7 -3.36325 -1.47246 2.46735
H8 0.49409 -2.78701 0.87025
H9 -1.61942 -1.60637 4.53437
Y1 -0.48851 0.42976 2.18096
C11 -2.01684 -1.70680 -0.21517
C12 -3.53158 -1.64499 -0.35137
C13 -1.26390 -2.43652 -1.32849
H10 -3.98861 -2.60267 -0.06342
H11 -3.83829 -1.38533 -1.37553
H12 -3.91905 -0.86455 0.32165
H13 -1.41246 -3.53072 -1.31560
H14 -0.17831 -2.27318 -1.26233
H15 -1.57407 -2.07103 -2.31918
C14 -1.50822 -0.21784 -0.09214
C15 -1.87467 1.13020 -0.69383
H16 -0.42331 -0.28165 -0.23111
H17 -1.95277 -0.01278 0.92954
O1 -2.34040 1.96397 0.18918
N1 -1.39427 1.41578 -1.99309
C16 -0.24231 2.39874 -1.88997
H18 -2.13502 1.82244 -2.56527
C17 1.06454 1.84166 -2.35044
C18 2.24785 2.55896 -2.14237
H19 2.18600 3.53192 -1.66375
C19 3.47413 2.03542 -2.53547
H20 4.38904 2.60502 -2.36739
C20 3.53773 0.77979 -3.16028
H21 4.50460 0.37299 -3.48298
C21 2.35283 0.05370 -3.38111
H22 2.38955 -0.91878 -3.89023
C22 1.11443 0.58369 -2.95959
H23 0.19379 0.02062 -3.12546
H24 -0.14321 2.67044 -0.81934
H25 -0.52088 3.32411 -2.42775
I1 -2.09835 2.47972 3.20435

Mulliken atomic charge list, values in e, 6 entries:
1 C -0.467
2 C -0.920
3 C 0.058
4 H 0.517
5 C -0.314
6 C -1.082

[4]
Formula: C22H25MgN5O9P2S
Source: the OMol25 dataset
Level of theory: wB97M-V/def2-TZVPD

Its energy above the lowest of the compared OMol25 structures with the same formula, charge and spin is 128.2 kJ/mol.

Positions of all 65 atoms, in Å:
Mg1 0.14123 0.11063 0.42835
N1 -0.00539 3.47038 1.76620
C1 0.49937 3.86696 0.46113
C2 0.98650 2.66610 -0.38340
O1 1.14233 2.82795 -1.58752
O2 1.21469 1.58850 0.24346
H1 0.31450 4.11131 2.48452
H2 0.37354 2.54796 1.98131
H3 1.35249 4.55905 0.51404
H4 -0.30202 4.36621 -0.09893
C3 -2.77338 -0.75234 3.09572
C4 -1.64325 -1.75856 2.94148
O3 -1.81989 -2.91357 3.73718
P1 -1.48609 -2.37966 1.24348
O4 -2.86527 -3.06178 0.85854
O5 -0.51578 -3.63684 1.31071
O6 -1.13882 -1.40193 0.20741
P2 -0.02715 -0.95823 3.33828
O7 1.00230 -2.22888 3.00718
O8 0.07022 -0.66703 4.77881
O9 0.19914 0.10483 2.31781
H5 -3.14858 -0.44724 2.12083
H6 -2.40854 0.11763 3.64424
H7 -3.59339 -1.19484 3.66228
H8 -1.57395 -2.67567 4.64380
H9 -3.10108 -3.76709 1.46299
H10 0.25023 -3.44229 1.86920
H11 1.51694 -2.35521 3.80877
C5 1.01683 0.01540 -3.89922
C6 1.00649 -0.31294 -2.54179
N2 0.10770 0.12042 -1.69497
C7 -0.82462 0.96744 -2.13371
C8 -0.92037 1.35174 -3.49276
C9 0.03430 0.84071 -4.38390
C10 -1.93353 2.26345 -3.90367
C11 -2.79007 2.80412 -3.00509
C12 -2.67788 2.50129 -1.61845
C13 -3.46918 3.12954 -0.64113
C14 -3.22184 2.87096 0.68372
C15 -2.20725 1.96470 1.01719
N3 -1.50605 1.31835 0.11752
C16 -1.70122 1.57730 -1.17666
H12 1.79053 -0.37262 -4.54250
H13 1.78000 -0.94820 -2.13778
H14 -0.00583 1.12596 -5.42494
H15 -1.98173 2.53900 -4.94819
H16 -3.54909 3.50642 -3.31921
H17 -4.23870 3.82485 -0.94726
H18 -3.77589 3.36600 1.46663
H19 -1.95162 1.77110 2.04635
N4 5.00174 -5.07975 0.35096
C17 4.78683 -4.09037 1.23660
S1 5.57791 -4.03910 2.67633
C18 3.77222 -3.08506 0.89922
C19 3.85980 -1.78193 1.38933
C20 2.85141 -0.87900 1.09299
N5 1.79747 -1.20156 0.36275
C21 1.71306 -2.42719 -0.12668
C22 2.66459 -3.40454 0.10983
H20 5.70171 -5.77409 0.55451
H21 4.60225 -5.05357 -0.57161
H22 4.70813 -1.48889 1.98937
H23 2.87635 0.13985 1.44911
H24 0.83778 -2.63738 -0.72628
H25 2.51326 -4.40085 -0.27916

Mulliken atomic charge list, values in e, 6 entries:
1 Mg 3.327
2 N -0.367
3 C -0.567
4 C 0.432
5 O -0.702
6 O -0.588